Arrangement one

Computed, not measured: a cluster of 2 separate species, C5H13N in total, with wB97M-V/def2-TZVPD.

```
! wB97M-V def2-TZVPD RIJCOSX def2/J DEFGRID3
* xyz 1 2
C 1.6406 -0.8658 0.3406
C 2.7248 0.1526 0.8117
C 2.2359 1.5859 0.8421
H 1.0381 -0.3592 -0.4219
H 2.0685 -1.7686 -0.0732
H 0.9855 -1.2348 1.1450
H 3.0655 -0.2016 1.7869
H 3.6009 -0.0139 0.1779
H 1.8978 1.7996 1.8625
H 1.3526 1.7753 0.2417
H 3.0087 2.3207 0.6322
C -3.1884 -1.1496 -1.7159
C -2.4048 -0.5099 -0.7534
N -2.8839 0.6241 -0.2136
H -4.2689 -1.0141 -1.6844
H -2.9509 -1.9886 -2.3541
H -1.5102 -1.0575 -0.4749
H -3.0484 0.7502 0.7729
H -3.3634 1.1553 -0.9222
*
```

⟨S²⟩ = 0.7677
E_LUMO (spin up / spin down) = -4.97 / -8.23 eV

Atom charges from the Löwdin analysis, given in e for atoms 1 to 6: atom 1 (C): -0.13, atom 2 (C): -0.30, atom 3 (C): -0.12, atom 4 (H): 0.04, atom 5 (H): 0.06, atom 6 (H): 0.06

Arrangement two

Computed, not measured: a cluster of 2 separate species, C5H13N in total, with wB97M-V/def2-TZVPD.

```
! wB97M-V def2-TZVPD RIJCOSX def2/J DEFGRID3
* xyz 1 2
C -2.0944 -0.2857 -0.6584
C -1.2591 0.9442 -0.2522
C -0.4219 0.6182 1.0080
C 1.1739 0.6692 0.9048
N 1.6673 0.5034 -0.4296
C 2.0943 -0.8121 -0.7619
H -2.7523 -0.5996 0.1506
H -2.6715 -0.0374 -1.5487
H -1.4435 -1.1457 -0.8740
H -1.8873 1.8133 -0.0882
H -0.5560 1.1244 -1.0590
H -0.6011 -0.4282 1.3076
H -0.6606 1.1887 1.8958
H 1.4961 -0.0765 1.6318
H 1.5143 1.6848 1.1660
H 0.2609 -2.0458 0.0451
H 2.5691 -0.8933 -1.7357
H 0.9418 -0.8283 -0.6890
H 2.6300 -1.3936 -0.0130
*
```

⟨S²⟩ = 0.7694
E_LUMO (spin up / spin down) = -7.42 / -7.63 eV

Atom charges from the Löwdin analysis, given in e for atoms 1 to 6: atom 1 (C): -0.10, atom 2 (C): -0.23, atom 3 (C): -0.15, atom 4 (C): -0.18, atom 5 (N): 0.15, atom 6 (C): 0.00

Which of them is the most stable? Correct choice: arrangement one.

Arrangement one

Computed, not measured: a structure of composition C12H36AlClI2N3OP3, with wB97M-V/def2-TZVPD.

```
! wB97M-V def2-TZVPD RIJCOSX def2/J DEFGRID3
* xyz 2 1
I 3.0356 -0.4732 -2.6429
I 2.6522 -1.8090 -0.2236
Al -0.3350 0.2927 -0.0456
P 1.3821 1.2247 1.3718
C 1.7044 0.6496 3.0720
C 3.0288 1.5356 0.6894
H 3.6135 2.1894 1.3493
H 1.4354 3.4702 2.3068
H 2.9208 1.9804 -0.3056
H 0.5903 3.4120 0.7201
H 2.2210 -0.3191 3.0355
H 3.5408 0.5719 0.5561
C 0.7270 2.9049 1.6833
H 2.3398 1.3843 3.5940
H -0.2463 2.8391 2.1882
H 0.7563 0.5433 3.6217
P -1.1214 -1.2476 -1.6980
C -1.8149 -2.8595 -1.2093
C -2.5725 -0.2849 -2.2683
H 0.2322 -0.6099 -3.5518
H -0.7828 -2.0474 -3.9580
H 0.6920 -2.1918 -2.9219
C -0.1656 -1.5646 -3.1897
H -2.2095 0.6666 -2.6779
H -3.1062 -0.8451 -3.0491
H -2.4673 -3.2458 -2.0099
H -2.3891 -2.7711 -0.2736
H -3.2492 -0.0518 -1.4348
H -0.9859 -3.5629 -1.0427
Cl -0.1010 1.9060 -1.4907
C -4.5647 -1.3813 0.8027
N -4.1776 -0.5273 1.9336
C -5.2652 -0.0474 2.8084
P -2.5622 -0.3871 2.2631
O -1.8050 0.1040 1.0028
N -2.3020 0.6960 3.4622
C -1.7231 0.2969 4.7426
C -2.8127 2.0705 3.3222
N -1.9909 -1.8802 2.6832
C -2.8308 -2.7324 3.5376
C -0.6100 -2.3231 2.4279
H -5.6370 -1.2523 0.5834
H -4.3672 -2.4445 0.9944
H -3.9854 -1.0866 -0.0843
H -5.4131 -0.6624 3.7130
H -5.0726 0.9998 3.1236
H -6.2174 -0.0776 2.2442
H -0.9064 0.9730 5.0447
H -2.4684 0.2691 5.5474
H -1.2989 -0.7064 4.6527
H -3.3462 2.1952 2.3606
H -3.5345 2.3170 4.1180
H -2.0041 2.8215 3.3613
H -2.5207 -3.7786 3.4518
H -2.7932 -2.4627 4.6133
H -3.8811 -2.6566 3.2072
H -0.3585 -2.2545 1.3606
H 0.1578 -1.7464 2.9952
H -0.4966 -3.3804 2.7174
*
```

E_LUMO = -7.71 eV

Atom charges from the Löwdin analysis, given in e for atoms 1 to 6: atom 1 (I): 0.38, atom 2 (I): 0.34, atom 3 (Al): -0.33, atom 4 (P): 0.72, atom 5 (C): -0.22, atom 6 (C): -0.29

Arrangement two

Computed, not measured: a structure of composition C12H36AlClI2N3OP3, with wB97M-V/def2-TZVPD.

```
! wB97M-V def2-TZVPD RIJCOSX def2/J DEFGRID3
* xyz 2 1
I -4.0358 -3.8237 -1.9063
I -2.5579 -2.1121 0.9566
Al -1.1077 -1.0904 -0.9190
P 0.2807 -3.0997 -0.5530
C 1.1044 -3.3091 1.0594
C -0.5527 -4.6737 -0.8814
H 0.1949 -5.4764 -0.9232
H 2.2784 -3.9576 -1.6126
H -1.0866 -4.5892 -1.8354
H 1.2490 -3.0179 -2.7521
H 0.3581 -3.4408 1.8527
H -1.2966 -4.8739 -0.1051
C 1.6608 -3.0575 -1.7365
H 1.7528 -4.1967 1.0187
H 2.2618 -2.1549 -1.5675
H 1.7187 -2.4259 1.2868
P -2.9745 0.4780 -1.1192
C -3.2711 1.5406 0.3336
C -2.5126 1.6118 -2.4673
H -4.4692 -0.8437 -2.4517
H -5.2334 0.6832 -1.8110
H -5.0100 -0.7841 -0.7798
C -4.5912 -0.1788 -1.5881
H -2.4592 1.0286 -3.3952
H -3.2794 2.3942 -2.5543
H -3.8924 2.3924 0.0195
H -2.3267 1.9123 0.7566
H -1.5233 2.0529 -2.2878
H -3.7994 0.9668 1.1054
Cl -0.9687 -1.3428 -3.0510
C -0.0400 3.4601 -0.1773
N 1.1787 2.6276 -0.1318
C 2.4108 3.4217 -0.0340
P 1.0577 1.0821 0.4530
O 0.1230 0.2186 -0.4032
N 2.5701 0.4711 0.4399
C 3.2641 -0.0885 1.5960
C 3.3622 0.4149 -0.7931
N 0.4131 1.1154 1.9733
C 0.8310 2.0799 2.9939
C -0.3661 -0.0070 2.5000
H 0.2214 4.4480 -0.5748
H -0.4659 3.6133 0.8282
H -0.8084 3.0166 -0.8256
H 2.7269 3.5975 1.0044
H 3.2346 2.9375 -0.5606
H 2.2286 4.3941 -0.5069
H 3.6759 -1.0764 1.3382
H 4.0937 0.5798 1.8820
H 2.6174 -0.1998 2.4780
H 2.8606 0.9045 -1.6358
H 4.3164 0.9315 -0.6118
H 3.5696 -0.6346 -1.0554
H 0.0504 2.0771 3.7675
H 1.7952 1.7934 3.4395
H 0.9242 3.0916 2.5901
H -1.2790 -0.1703 1.8956
H 0.2064 -0.9457 2.5194
H -0.6835 0.2344 3.5195
*
```

E_LUMO (spin up / spin down) = -10.57 / -10.56 eV

Atom charges from the Löwdin analysis, given in e for atoms 1 to 6: atom 1 (I): 0.65, atom 2 (I): 0.79, atom 3 (Al): -0.84, atom 4 (P): 0.69, atom 5 (C): -0.23, atom 6 (C): -0.28

Which of them is the most stable? Correct choice: arrangement one.